1.
{"formula": "C5H14N2O", "method": "ωB97M-V with the def2-TZVPD basis set", "homo_ev": -8.6, "total_energy_ev": -10439.0532, "e_above_lowest_kj_mol": 190.5, "smiles": "CCN[C@H](CN)CO", "symbols": ["C", "C", "N", "C", "C", "N", "C", "O", "H", "H", "H", "H", "H", "H", "H", "H", "H", "H", "H", "H", "H", "H"], "positions_angstrom": [[0.413, -0.659, 3.135], [-0.082, 0.107, 1.933], [0.411, -0.512, 0.706], [0.057, 0.165, -0.534], [-0.900, -0.648, -1.407], [-1.946, 0.167, -2.102], [1.268, 0.539, -1.348], [0.890, 1.335, -2.470], [1.477, -0.525, 3.302], [0.192, -1.716, 3.020], [-0.110, -0.322, 4.011], [-1.175, 0.088, 1.913], [0.158, 1.165, 1.936], [1.394, -0.710, 0.812], [-0.501, 1.079, -0.277], [-1.477, -1.326, -0.807], [-0.428, -1.250, -2.190], [-1.536, 1.053, -2.375], [-2.706, 0.372, -1.471], [1.794, -0.367, -1.665], [2.020, 1.132, -0.828], [0.788, 0.832, -3.296]], "forces_ev_per_a": [[-0.1, 0.2, -0.1], [-0.4, -0.4, -0.7], [-0.1, -0.3, 0.1], [-0.1, 0.0, 0.4], [-1.5, 0.6, -0.8], [0.8, -0.2, 0.0], [0.5, 0.2, -0.6], [-0.1, 0.0, -0.6], [0.2, 0.0, 0.0], [0.1, -0.1, -0.1], [-0.1, 0.2, 0.6], [-0.1, -0.2, 0.0], [0.4, 0.4, 0.4], [0.2, 0.1, -0.2], [0.3, 0.0, -0.1], [0.1, -0.5, 0.5], [0.4, 0.1, 0.3], [-0.1, 0.0, -0.1], [0.0, 0.1, 0.1], [-0.1, -0.1, -0.1], [-0.2, 0.1, 0.4], [0.1, 0.0, 0.7]]}

***

2.
{"formula": "C5H14N2O3", "method": "ωB97M-V with the def2-TZVPD basis set", "homo_ev": -8.8, "total_energy_ev": -14532.6267, "e_above_lowest_kj_mol": 300.1, "smiles": "[H]/N=C\\NCCCC=O.O.O", "symbols": ["H", "N", "C", "N", "C", "C", "C", "C", "O", "H", "H", "H", "H", "H", "H", "H", "H", "H", "O", "H", "H", "O", "H", "H"], "positions_angstrom": [[-0.658, -2.199, -2.524], [-0.280, -2.729, -1.729], [0.347, -2.133, -0.795], [0.200, -0.847, -0.271], [0.754, -0.315, 0.991], [-0.136, 0.685, 1.678], [-0.433, 1.961, 0.754], [0.897, 2.601, 0.590], [1.235, 2.882, -0.547], [0.738, -2.938, 0.078], [-0.137, -0.173, -0.974], [1.663, 0.270, 0.723], [1.088, -1.085, 1.588], [-1.096, 0.294, 2.069], [0.362, 1.118, 2.622], [-1.034, 2.752, 1.417], [-0.982, 1.671, -0.127], [1.462, 2.995, 1.475], [-1.565, -3.002, 1.722], [-1.461, -2.174, 1.069], [-0.977, -2.880, 2.472], [-0.480, 1.086, -2.376], [0.043, 1.959, -2.244], [-0.553, 0.892, -3.342]], "forces_ev_per_a": [[0.0, 0.3, 0.8], [1.3, 0.2, -1.1], [-1.1, -2.3, 4.0], [-0.3, 0.0, -0.8], [0.5, 1.9, -2.9], [-1.2, 1.7, 1.4], [-0.4, -0.2, 4.3], [-0.9, 1.4, -2.4], [0.9, 0.0, 0.6], [-0.5, 2.3, -2.3], [0.3, -0.2, 0.6], [-0.1, -0.4, 0.2], [0.4, -1.9, 1.4], [0.4, -0.1, -0.5], [-0.3, -0.9, -1.3], [0.9, -1.8, -1.4], [0.2, 0.4, -0.4], [-0.2, -0.6, -0.3], [-0.1, 2.4, -2.2], [-0.1, -2.8, 2.4], [0.1, 0.3, -0.1], [0.9, 1.7, -0.7], [-1.1, -2.1, -0.5], [0.3, 0.5, 1.2]]}

***

3.
{"formula": "C5H14N2OPS2", "method": "ωB97M-V with the def2-TZVPD basis set", "s2": 2.01, "homo_ev": [-10.7, -11.8], "total_energy_ev": -41392.0468, "multiplicity": 3, "e_above_lowest_kj_mol": 0.0, "charge": 1, "symbols": ["C", "C", "C", "C", "C", "N", "N", "O", "P", "S", "S", "H", "H", "H", "H", "H", "H", "H", "H", "H", "H", "H", "H", "H", "H"], "positions_angstrom": [[0.182, -0.459, -0.650], [-2.673, -0.229, -1.960], [-1.007, 1.579, 1.729], [-1.735, 0.791, -1.322], [-1.391, 0.254, 1.074], [-0.908, 0.175, -0.293], [1.010, -1.124, 0.141], [2.678, -2.488, 1.186], [2.367, -2.048, -0.339], [5.709, 1.697, -0.464], [4.358, 0.420, 0.218], [0.437, -0.456, -1.702], [-2.113, -0.992, -2.496], [-3.293, -0.715, -1.211], [-3.326, 0.275, -2.667], [-1.409, 1.611, 2.738], [0.074, 1.695, 1.780], [-1.418, 2.421, 1.175], [-1.090, 1.231, -2.085], [-2.313, 1.590, -0.858], [-1.001, -0.582, 1.659], [-2.480, 0.155, 1.049], [0.846, -1.144, 1.146], [3.349, -3.160, 1.327], [5.148, -0.498, 0.821]], "forces_ev_per_a": [[-0.1, 0.0, 0.2], [0.1, 0.2, 0.1], [0.0, -0.1, -0.1], [-0.5, 0.0, -0.7], [-0.1, 0.2, 0.6], [0.7, -0.4, -0.1], [-0.8, 0.5, 0.7], [-0.1, 0.2, 0.6], [0.6, -0.8, -1.0], [-0.2, -0.1, 0.1], [0.5, 0.3, -0.1], [-0.1, 0.1, -0.1], [0.1, -0.1, -0.1], [-0.1, -0.1, 0.1], [-0.1, 0.0, -0.1], [0.0, 0.0, 0.1], [0.0, 0.0, 0.0], [0.0, 0.0, 0.0], [0.0, 0.1, 0.1], [0.2, 0.0, 0.0], [-0.1, 0.0, -0.1], [0.1, -0.1, -0.1], [-0.1, 0.1, -0.1], [0.1, -0.2, -0.1], [-0.1, 0.0, 0.0]]}

***

4.
{"formula": "C5H14N2S", "method": "ωB97M-V with the def2-TZVPD basis set", "s2": 0.75, "homo_ev": [0.9, -3.2], "total_energy_ev": -19224.7863, "multiplicity": 2, "e_above_lowest_kj_mol": 182.8, "charge": -1, "symbols": ["C", "C", "C", "S", "H", "H", "H", "H", "H", "H", "H", "H", "C", "N", "C", "N", "H", "H", "H", "H", "H", "H"], "positions_angstrom": [[1.421, 1.066, -1.133], [2.494, 0.690, -0.096], [2.229, -0.625, 0.593], [3.414, -0.978, 1.965], [1.685, 1.993, -1.654], [0.452, 1.252, -0.691], [1.225, 0.239, -1.803], [3.458, 0.663, -0.591], [2.585, 1.489, 0.654], [2.274, -1.451, -0.091], [1.226, -0.643, 1.043], [2.867, -2.145, 2.454], [-2.214, 0.331, 1.278], [-3.414, -0.537, -1.321], [-2.082, -0.721, -0.884], [-1.754, -0.792, 0.383], [-1.428, 1.099, 1.130], [-2.210, -0.021, 2.305], [-3.173, 0.820, 1.025], [-3.618, -0.509, -2.271], [-4.135, -0.583, -0.658], [-1.301, -0.637, -1.639]], "forces_ev_per_a": [[0.1, 0.1, 0.6], [0.0, 0.7, 0.1], [-0.9, -0.3, 1.0], [-0.1, -0.4, 0.1], [0.1, -0.3, -0.2], [-0.2, 0.0, 0.4], [0.2, -0.1, -0.5], [0.4, -0.1, -0.2], [-0.1, -0.1, -0.1], [0.1, -0.4, -0.5], [0.2, 0.1, -0.3], [0.2, 0.8, -0.5], [0.5, -0.8, -1.1], [2.2, 0.1, 0.7], [-0.9, 0.6, 1.1], [0.0, 1.0, 0.0], [-0.2, 0.1, 0.4], [-0.1, 0.1, 0.2], [0.1, -0.3, 0.1], [-0.4, 0.1, -1.6], [-0.9, -0.2, 0.8], [-0.2, -0.7, -0.7]]}